Entry 1:
This record from the OMol25 dataset describes a molecular structure, C3H8N4 at a distorted geometry. The level of theory is wB97M-V/def2-TZVPD.

Geometry (Å):
H: -1.841 1.346 -1.253
H: 2.087 -2.321 -0.403
C: -2.560 0.741 -0.762
N: -2.187 0.476 0.565
H: -3.428 1.403 -0.832
H: 0.563 -2.250 0.548
H: 2.865 0.783 -0.687
N: 1.359 -0.481 0.077
H: -1.893 1.350 1.107
C: 1.562 -1.798 0.382
H: 2.110 -1.788 1.351
N: 2.358 0.636 0.196
C: 0.485 0.518 0.479
N: 1.278 1.527 0.523
H: -2.758 -0.142 -1.291

Computed properties:
**HOMO (alpha / beta)**: -9.23 / -9.23 eV
**LUMO level (alpha / beta)**: -0.99 / -0.09 eV
**F_max**: 4.7 eV/A
**HOMO-LUMO gap (alpha / beta)**: 0.30259 / 0.33586 Eh

Charges computed using natural (NBO), reported in e:
1 H 0.211
2 H 0.204
3 C -0.487
4 N -0.436
5 H 0.211
6 H 0.234
7 H 0.357
8 N -0.352
9 H 0.324
10 C -0.415
11 H 0.195
12 N -0.270
13 C 0.446
14 N -0.415
15 H 0.193

=====

Entry 2:
This record from the OMol25 dataset describes 16 unconnected molecules or ions with the total composition C56H152N8O24 at a distorted geometry. The level of theory is wB97M-V/def2-TZVPD.

Geometry (Å):
H: 17.359 22.321 -2.805
H: 21.954 23.234 -10.559
H: 12.359 24.758 2.255
H: 13.095 24.641 -5.194
H: 8.464 21.746 -13.140
O: 11.954 26.186 0.881
H: 5.122 21.168 -12.230
O: 23.444 19.624 -20.688
H: 7.871 16.409 1.510
O: 8.999 18.121 -23.312
H: 1.890 17.258 -0.449
H: 10.900 19.182 -22.869
C: 17.142 16.301 -11.731
H: 18.953 22.802 -3.292
C: 15.105 19.321 -6.860
H: 16.821 24.880 -6.408
H: 0.899 14.827 -2.515
C: 10.877 18.781 -24.724
H: 18.954 24.965 -4.787
H: 4.043 15.421 -0.965
O: 6.529 16.552 -0.130
H: 17.059 24.945 -19.236
O: 13.460 12.469 -2.468
O: 1.488 15.210 -0.591
H: 14.689 19.614 -5.896
N: 4.187 15.634 -1.942
H: 22.877 22.388 -9.298
O: 15.545 15.887 -0.489
H: 22.217 25.340 -9.729
C: 22.293 23.280 -9.524
H: 19.263 24.894 -17.532
H: 16.716 23.779 -15.138
N: 9.435 12.625 -22.906
H: 16.151 26.730 -8.180
O: 24.801 17.119 -11.037
H: 14.639 24.996 -6.707
H: 25.109 11.963 6.480
H: 16.089 13.538 -6.561
H: 23.045 18.107 -22.102
H: 20.174 24.585 -19.424
H: 18.288 22.944 -15.616
C: 8.066 22.760 -13.129
O: 17.336 24.276 -16.854
H: 18.291 16.170 -9.173
H: 13.835 18.946 -19.234
H: 14.292 12.576 -21.289
C: 1.071 16.562 -0.264
H: 13.834 26.526 -7.347
C: 18.225 25.208 -17.427
H: 13.934 12.280 -3.278
H: 24.753 15.435 -13.889
N: 5.130 21.458 -10.113
H: 26.243 16.130 -11.974
O: 17.348 24.087 -3.981
H: 23.094 12.108 4.602
H: 16.117 27.681 -6.729
C: 23.251 18.304 -21.050
H: 1.911 17.991 -10.579
H: 12.618 26.715 0.434
H: 17.853 16.974 -12.211
H: 8.910 23.400 -12.873
H: 7.615 21.661 -10.874
C: 21.680 13.255 -1.626
H: 9.817 12.316 -20.848
C: 17.959 23.191 -3.073
C: 17.863 17.092 -9.566
H: 8.914 13.670 -21.101
H: 12.544 19.175 -6.722
H: 18.403 26.694 -20.402
N: 23.346 11.365 2.020
H: 2.220 13.942 -2.018
H: 7.434 17.312 -22.315
H: 11.136 19.198 -25.697
C: 9.298 18.839 -24.506
C: 7.267 12.290 -26.210
H: 13.383 20.179 -24.339
H: 22.190 9.998 0.837
H: 13.847 14.212 -21.950
H: 23.860 15.131 -12.408
H: 7.433 11.989 -22.356
H: 13.110 18.673 -23.576
N: 16.332 17.246 -7.712
C: 14.621 26.086 -6.735
H: 0.956 18.896 -11.795
C: 15.814 18.024 -6.598
C: 7.624 17.844 -23.248
H: 25.717 17.510 -12.935
H: 16.416 15.547 -0.284
C: 13.871 19.694 -20.026
C: 7.791 16.233 0.437
N: 11.327 19.668 -23.644
H: 23.882 12.354 -0.345
H: 21.333 23.241 -9.009
C: 3.742 19.819 -11.394
H: 23.687 10.679 5.389
H: 21.438 26.632 -23.464
C: 8.353 11.626 -22.815
H: 4.418 21.439 -9.396
H: 23.802 9.659 3.080
H: 23.098 24.751 -8.266
H: 17.128 18.932 -8.778
H: 18.342 24.520 -14.924
H: 23.827 19.663 -19.808
H: 17.052 26.609 -18.644
C: 17.723 23.873 -15.546
C: 5.036 16.770 -2.148
H: 12.958 24.376 -0.696
N: 18.751 26.119 -19.649
H: 15.530 17.162 -8.319
H: 22.239 17.865 -19.101
H: 18.686 17.601 -10.068
H: 20.709 13.748 -1.675
C: 12.734 25.083 1.285
H: 6.810 13.249 -26.455
H: 23.893 9.943 0.671
H: 0.692 19.133 -10.108
H: 11.202 14.590 -22.207
H: 15.069 15.133 -0.837
C: 8.088 11.234 -24.269
H: 24.378 25.789 -10.168
H: 4.322 19.045 -10.890
H: 22.130 10.206 3.382
H: 4.712 17.684 -1.651
C: 24.341 15.911 -12.998
H: 11.239 14.419 -20.541
H: 6.483 11.534 -26.202
H: 23.490 16.497 -13.345
C: 17.445 17.963 -8.392
H: 0.841 16.538 0.801
H: 13.774 25.379 1.424
H: 24.320 11.633 2.046
O: 16.775 16.831 -10.461
C: 2.868 15.815 -2.570
H: 8.679 10.731 -22.286
H: 18.342 25.760 -3.277
C: 1.480 18.957 -10.841
H: 8.559 16.754 -0.135
H: 2.472 16.826 -2.482
H: 16.363 26.435 -4.646
C: 16.015 26.661 -7.100
H: 16.483 18.116 -5.742
O: 19.766 25.812 -22.619
H: 2.883 15.590 -3.636
H: 17.601 15.360 -11.429
C: 20.642 25.930 -23.710
O: 21.825 12.417 -0.434
H: 3.767 21.966 -11.531
H: 23.222 11.082 -1.348
C: 19.518 25.015 -20.181
H: 22.428 14.047 -1.591
H: 13.663 13.884 -20.315
O: 24.203 24.848 -10.095
O: 14.096 26.512 -5.475
N: 17.131 25.839 -6.467
H: 21.044 26.346 -21.100
C: 20.396 25.516 -21.380
H: 12.252 18.563 -8.331
H: 8.888 10.712 -24.795
O: 15.804 12.624 -6.537
H: 12.148 25.938 -5.867
H: 26.334 12.775 5.619
H: 24.701 13.496 5.726
C: 17.664 25.714 -18.756
H: 5.303 23.607 -10.412
H: 15.688 12.384 -7.456
H: 7.724 22.943 -14.148
H: 20.059 26.359 -24.525
H: 21.111 24.976 -23.950
H: 15.812 20.098 -7.149
C: 11.120 13.817 -21.442
H: 12.919 11.693 -2.320
C: 23.737 11.240 4.456
C: 22.165 17.697 -20.175
H: 11.345 17.803 -24.614
H: 9.189 13.292 -23.623
C: 1.827 14.957 -1.958
H: 7.126 17.082 -2.057
C: 25.264 12.572 5.589
H: 8.826 18.249 -25.291
C: 23.067 10.643 0.799
H: 18.899 24.240 -20.632
H: 16.307 16.185 -12.422
C: 25.376 16.726 -12.258
H: 22.195 16.614 -20.296
H: 7.277 17.276 -24.111
O: 6.929 22.977 -12.297
O: 13.278 19.242 -21.227
H: 18.288 18.166 -7.731
C: 6.424 16.393 -1.586
H: 6.103 22.826 -9.016
C: 13.319 20.301 -22.240
O: 7.715 12.477 -24.912
H: 14.897 20.000 -20.229
H: 0.196 16.836 -0.853
C: 13.572 13.394 -21.285
C: 23.071 11.629 -0.418
C: 22.967 24.649 -9.343
O: 14.145 19.270 -7.887
H: 8.858 19.836 -24.498
C: 7.155 22.647 -10.938
H: 24.176 17.756 -20.870
O: 24.980 11.823 4.422
C: 12.998 18.611 -7.537
C: 17.360 26.291 -5.063
H: 14.337 20.641 -22.434
H: 5.099 16.997 -3.212
O: 15.034 12.452 -11.155
H: 11.550 23.653 0.153
H: 3.557 19.375 -12.373
H: 14.424 12.178 -11.839
H: 15.097 17.330 -6.161
H: 8.064 11.951 -26.872
H: 6.983 18.714 -23.108
H: 13.270 20.537 -19.685
H: 21.177 18.014 -20.510
H: 13.163 23.119 0.572
H: 15.502 13.196 -11.534
C: 5.875 22.741 -10.079
O: 2.497 20.017 -10.753
C: 12.796 19.717 -23.545
C: 23.159 10.528 3.218
C: 9.738 13.130 -21.569
H: 12.637 25.897 -4.112
H: 21.076 24.696 -21.611
H: 7.193 10.612 -24.245
H: 18.063 23.642 -2.086
H: 8.072 15.182 0.363
H: 17.895 27.233 -4.942
H: 21.789 12.548 -2.449
O: 12.254 12.863 -21.573
C: 4.458 21.139 -11.366
H: 13.144 17.579 -7.219
C: 12.935 25.718 -5.146
H: 18.264 26.066 -16.756
H: 12.687 21.087 -21.827
H: 6.778 15.419 -1.922
C: 18.078 25.257 -4.208
H: 7.873 23.360 -10.534
C: 12.584 23.984 0.250
H: 25.350 17.851 -10.748

Computed properties:
**HOMO**: -8.61 eV
**LUMO level**: 0.34 eV
**F_max**: 3.1 eV/A
**HOMO-LUMO gap**: 0.32872 Eh

Löwdin atomic charge list, values in e, 99 entries:
1 H 0.084
2 H 0.066
3 H 0.108
4 H 0.079
5 H 0.081
6 O -0.077
7 H 0.114
8 O -0.068
9 H 0.085
10 O -0.204
11 H 0.073
12 H 0.095
13 C -0.095
14 H 0.085
15 C -0.233
16 H 0.081
17 H 0.120
18 C -0.175
19 H 0.123
20 H 0.115
21 O -0.198
22 H 0.113
23 O -0.055
24 O -0.200
25 H 0.121
26 N -0.048
27 H 0.071
28 O -0.055
29 H 0.104
30 C -0.098
31 H 0.111
32 H 0.091
33 N -0.048
34 H 0.103
35 O -0.073
36 H 0.114
37 H 0.082
38 H 0.023
39 H 0.115
40 H 0.110
41 H 0.083
42 C -0.110
43 O -0.187
44 H 0.118
45 H 0.085
46 H 0.082
47 C -0.079
48 H 0.117
49 C -0.235
50 H 0.027
51 H 0.071
52 N -0.071
53 H 0.107
54 O -0.176
55 H 0.116
56 H 0.112
57 C -0.351
58 H 0.079
59 H 0.078
60 H 0.082
61 H 0.083
62 H 0.120
63 C -0.087
64 H 0.111
65 C -0.120
66 C -0.230
67 H 0.111
68 H 0.090
69 H 0.107
70 N -0.072
71 H 0.122
72 H 0.087
73 H 0.112
74 C -0.198
75 C -0.129
76 H 0.117
77 H 0.121
78 H 0.076
79 H 0.073
80 H 0.116
81 H 0.109
82 N -0.039
83 C -0.214
84 H 0.078
85 C -0.244
86 C -0.128
87 H 0.110
88 H 0.027
89 C -0.127
90 C -0.123
91 N -0.074
92 H 0.111
93 H 0.071
94 C -0.236
95 H 0.118
96 H 0.082
97 C -0.205
98 H 0.102
99 H 0.107

=====

Entry 3:
This record from the OMol25 dataset describes a single C3H7N3S molecule at a distorted geometry. The level of theory is wB97M-V/def2-TZVPD.

Geometry (Å):
H: -1.513 -1.290 1.306
N: -2.073 -1.614 0.523
C: -0.597 1.122 0.050
H: 2.951 0.266 1.120
N: -1.895 0.697 -0.362
H: -2.573 1.222 -0.867
H: 3.797 -1.016 0.142
H: -0.445 2.269 0.274
N: 0.575 0.579 0.244
H: -3.083 -1.010 -1.119
C: 2.846 -0.239 0.047
S: 1.132 -0.900 -0.529
H: 3.151 0.576 -0.451
C: -2.271 -0.664 -0.379

Computed properties:
**HOMO**: -8.46 eV
**LUMO level**: 0.73 eV
**F_max**: 6.1 eV/A
**HOMO-LUMO gap**: 0.33799 Eh

Charges computed using natural (NBO), reported in e:
1 H 0.336
2 N -0.635
3 C 0.258
4 H 0.235
5 N -0.662
6 H 0.419
7 H 0.217
8 H 0.190
9 N -0.613
10 H 0.183
11 C -0.717
12 S 0.356
13 H 0.193
14 C 0.240

=====

Entry 4:
This record from the OMol25 dataset describes 2 unconnected molecules or ions with the total composition C4H3OP at a distorted geometry. The level of theory is wB97M-V/def2-TZVPD.

Geometry (Å):
C: -2.182 0.505 0.227
H: 3.309 -1.829 -0.145
C: 2.814 -0.889 -0.036
H: -2.286 1.494 0.870
C: -0.981 0.062 -0.278
C: 2.007 0.032 0.027
O: -3.219 0.098 -0.277
H: -0.541 -0.914 -0.583
P: 1.080 1.442 0.196

Computed properties:
**HOMO (alpha / beta)**: -9.25 / -8.83 eV
**LUMO level (alpha / beta)**: -1.78 / -1.59 eV
**F_max**: 5.5 eV/A
**HOMO-LUMO gap (alpha / beta)**: 0.27459 / 0.26619 Eh

Charges computed using natural (NBO), reported in e:
1 C 0.172
2 H 0.242
3 C -0.122
4 H 0.133
5 C -0.178
6 C -0.543
7 O -0.472
8 H 0.211
9 P 0.557

=====

Entry 5:
This record from the OMol25 dataset describes a gas-phase ion, C8H13IN (charge +1) at a distorted geometry. The level of theory is wB97M-V/def2-TZVPD.

Geometry (Å):
H: 0.520 -0.473 2.258
H: 0.725 -0.205 -2.029
H: -1.875 3.361 0.538
C: 0.444 -0.822 -1.185
H: -1.846 0.872 1.181
H: -1.314 2.894 -0.872
C: 1.176 -2.133 -1.086
C: 1.406 -2.758 0.055
C: -1.466 1.174 0.267
C: 0.930 -2.188 1.277
H: 0.292 1.699 -0.779
C: -2.009 2.548 -0.144
H: -2.967 2.335 -0.534
H: 0.803 -2.786 2.236
N: 0.035 1.314 0.148
H: -1.962 0.540 -0.519
H: 0.409 1.891 0.815
C: 0.746 -0.027 0.109
H: 1.806 -3.724 0.031
H: -0.736 -0.825 -1.159
C: 0.640 -0.853 1.305
I: 2.906 0.813 0.022
H: 1.336 -2.647 -1.936

Computed properties:
**HOMO**: -12.47 eV
**Charge**: +1
**LUMO level**: -4.33 eV
**F_max**: 5.5 eV/A
**HOMO-LUMO gap**: 0.29898 Eh

Charges computed using natural (NBO), reported in e:
1 H 0.237
2 H 0.243
3 H 0.234
4 C -0.512
5 H 0.242
6 H 0.195
7 C -0.117
8 C -0.221
9 C -0.236
10 C -0.107
11 H 0.447
12 C -0.608
13 H 0.245
14 H 0.252
15 N -0.547
16 H 0.237
17 H 0.440
18 C 0.154
19 H 0.241
20 H 0.242
21 C -0.341
22 I 0.056
23 H 0.224

=====

Relative energy (zero: lowest compared OMol25 entry of this formula, charge and spin), record by record: 814.4 152.3 366.6 509.6 65.9 kJ/mol
E, record by record: -337.8436 -4467.9633 -680.8426 -570.5569 -664.7501 a.u.